No. 1
Density functional theory data (ωB97M-V with the def2-TZVPD basis set) for the ion C5H10N3 with charge +1.

Summary:
SMILES = [H]/N=C1/CC=C[N@@H+](C)N1
Molar mass = 112.16 g/mol
Highest occupied orbital energy = -13.601 eV
Total charge = +1

Positions of all 18 atoms, in Å:
1 C 0.004 0.809 1.603
2 H -0.371 1.877 -1.493
3 H 0.963 -3.318 0.461
4 N -0.334 -1.332 -0.165
5 N -0.999 0.040 -0.556
6 N 1.388 -2.483 0.894
7 C -0.361 0.761 -1.664
8 C 1.102 -0.136 1.485
9 H -1.814 1.463 0.791
10 H -1.988 -0.023 -0.774
11 H -0.013 1.548 2.423
12 H 1.674 -0.335 2.502
13 H -0.666 -2.190 -0.559
14 H -0.975 0.431 -2.566
15 H 0.701 0.496 -1.869
16 C 0.748 -1.391 0.659
17 H 1.884 0.353 1.011
18 C -1.000 0.797 0.681

No. 2
Density functional theory data (ωB97M-V with the def2-TZVPD basis set) for a structure of composition C48H66O7W.

Summary:
Molar mass = 938.89 g/mol
Highest occupied orbital energy (alpha / beta) = -12.356 / -12.356 eV
Total charge = +2

Positions of all 122 atoms, in Å:
1 C 4.868 1.966 2.665
2 H 4.549 2.550 1.816
3 H -2.951 -16.393 -3.918
4 H 5.558 1.841 -4.543
5 H -1.978 -0.415 7.659
6 H -4.466 -16.317 -3.343
7 H 1.353 2.685 -1.431
8 H 3.982 -1.858 -0.324
9 C -0.344 4.652 0.910
10 C 3.700 1.454 3.486
11 C 4.455 0.908 4.739
12 C -0.938 1.838 -1.556
13 W -1.001 -2.343 0.370
14 C 2.563 -1.392 1.110
15 H 1.768 2.925 0.282
16 C -2.517 0.760 0.538
17 H 0.223 5.579 0.822
18 C -1.606 -0.895 3.048
19 H 1.779 0.004 4.642
20 H 4.139 -0.547 -2.310
21 H 3.873 0.504 5.514
22 H 2.008 -4.571 0.797
23 H 2.524 -2.884 -0.542
24 C -0.965 2.509 -0.349
25 C 2.732 2.578 3.877
26 C -1.420 0.577 -1.744
27 H -1.898 3.005 5.832
28 C 0.330 -1.927 4.223
29 H -1.217 1.231 7.786
30 C -3.511 0.390 1.728
31 H -2.683 3.187 7.407
32 H -5.189 -0.611 -8.915
33 C 3.130 -0.543 -2.463
34 H -5.040 1.093 6.048
35 H 0.021 -2.946 4.111
36 H 2.487 3.246 3.036
37 C 2.865 -1.876 -0.369
38 O 0.840 -2.982 1.226
39 H -4.152 1.239 1.865
40 C -2.115 0.672 7.777
41 H -1.611 2.399 1.724
42 O -1.268 -1.654 1.976
43 C -0.106 3.771 -0.307
44 H -0.246 4.022 -2.505
45 H 1.258 -4.634 2.433
46 H -1.759 -0.786 -3.342
47 C 2.272 -1.152 -1.532
48 H -0.535 -0.469 6.182
49 H 2.486 1.575 -6.493
50 H 1.777 2.231 4.303
51 H -3.899 1.233 4.262
52 O -2.559 -1.428 -0.697
53 H -4.514 -1.502 -1.450
54 H -0.239 5.522 -1.676
55 H -4.166 -0.368 -11.399
56 C -1.685 1.911 0.719
57 O 0.070 -1.741 -0.933
58 H 0.391 -4.992 0.751
59 H 4.512 -0.029 -6.447
60 H -0.392 2.332 -2.343
61 C 4.679 1.633 -3.923
62 H 5.152 0.153 4.387
63 C -3.632 -2.101 -1.451
64 C 3.602 0.727 -4.613
65 H 3.867 2.444 -6.043
66 H -4.292 -2.758 -11.878
67 H -3.585 -1.397 -9.409
68 C 2.973 0.299 2.886
69 H -3.317 -2.194 -2.430
70 H -1.643 4.495 -1.654
71 H 5.114 1.764 5.101
72 C -4.684 -1.328 -9.632
73 H 1.931 4.261 -0.869
74 H 5.423 1.116 2.290
75 H -3.598 3.124 5.891
76 C 4.335 -0.372 -5.421
77 H 4.228 2.580 -3.613
78 C -2.647 0.087 2.938
79 C 1.315 0.007 -3.949
80 C 1.133 -4.410 1.301
81 C -2.942 1.139 6.576
82 H 5.585 2.559 3.254
83 H 2.546 2.614 -4.968
84 C -2.776 2.679 6.421
85 C -1.252 -0.416 5.399
86 H -0.118 4.156 1.818
87 H 0.917 0.579 -4.751
88 H -4.762 1.133 7.788
89 H -5.136 -2.293 -9.398
90 C 3.063 1.872 -5.558
91 H 5.319 -0.703 -5.068
92 C 3.263 -0.289 1.613
93 C -4.960 -1.091 -11.185
94 H 3.203 3.271 4.629
95 C -1.001 -0.059 -2.996
96 H 5.026 1.172 -2.988
97 H -1.079 0.688 -3.792
98 H -1.381 4.951 1.102
99 O -5.025 -2.171 -11.980
100 C 1.587 -2.010 1.851
101 C -0.840 -0.996 4.234
102 O -1.368 -3.965 0.289
103 C 1.362 3.375 -0.623
104 O -3.852 -16.072 -4.068
105 H -3.679 -3.103 -1.016
106 H -2.680 0.907 8.677
107 C 2.658 0.011 -3.672
108 C 0.868 -1.098 -1.770
109 C 1.370 -1.511 3.222
110 H 4.075 0.047 0.966
111 H -4.122 -0.440 1.415
112 C 2.001 -0.333 3.627
113 H 0.882 -1.805 5.142
114 H -5.824 -0.554 -11.481
115 C 0.446 -0.470 -2.941
116 C -0.581 4.508 -1.596
117 C -2.225 0.033 -0.676
118 C -2.347 0.445 5.354
119 C -4.370 0.792 6.850
120 H -4.415 -0.313 6.919
121 C -2.980 0.689 4.193
122 H 3.647 -1.196 -5.454